[1]
Below is C31H28N2O4PSTl as an isolated structure, with properties calculated with ωB97M-V with the def2-TZVPD basis set.

Geometry (Å):
Tl -1.972 1.507 0.441
C -3.659 2.266 -3.174
C -2.267 2.745 -3.588
C -1.907 4.074 -2.924
C -1.192 1.658 -3.347
C -0.090 1.698 -4.425
O 1.131 1.755 -3.681
C 0.809 1.805 -2.367
N -0.434 1.782 -2.085
C 2.026 1.849 -1.515
C 3.145 2.433 -2.123
C 4.384 2.415 -1.515
C 4.534 1.783 -0.290
C 3.440 1.210 0.327
C 2.172 1.245 -0.252
P 0.773 0.476 0.675
C 1.108 1.160 2.344
C 1.497 2.491 2.500
C 1.631 3.038 3.766
C 1.371 2.270 4.892
C 0.946 0.958 4.746
C 0.796 0.412 3.479
C 1.361 -1.253 0.726
C 2.242 -1.779 1.666
C 2.587 -3.121 1.614
C 2.059 -3.942 0.628
C 1.194 -3.419 -0.322
C 0.843 -2.080 -0.270
H -4.418 2.983 -3.489
H -3.739 2.142 -2.094
H -3.886 1.304 -3.635
H -2.294 2.910 -4.670
H -1.902 3.979 -1.839
H -2.636 4.837 -3.198
H -0.918 4.417 -3.238
H -1.683 0.681 -3.332
H -0.146 2.587 -5.056
H -0.071 0.809 -5.053
H 3.028 2.902 -3.089
H 5.231 2.876 -2.004
H 5.507 1.739 0.182
H 3.566 0.723 1.285
H 1.705 3.100 1.628
H 1.939 4.070 3.876
H 1.491 2.695 5.880
H 0.728 0.357 5.620
H 0.442 -0.605 3.366
H 2.659 -1.155 2.446
H 3.269 -3.529 2.348
H 2.322 -4.992 0.597
H 0.780 -4.053 -1.095
H 0.145 -1.665 -0.989
O -5.202 -3.820 -0.639
S -3.959 -3.817 -1.388
O -2.823 -4.747 -0.430
N -3.289 -2.344 -1.287
C -2.662 -1.898 -0.229
O -2.241 -0.702 -0.163
C -2.383 -2.807 0.916
C -2.005 -2.298 2.155
C -1.690 -3.136 3.206
C -1.736 -4.514 3.017
C -2.127 -5.039 1.802
C -2.465 -4.193 0.747
H -1.971 -1.221 2.269
H -1.423 -2.729 4.174
H -1.481 -5.179 3.833
H -2.189 -6.107 1.642

## Properties
Energy above the lowest of the compared OMol25 structures with the same formula, charge and spin, eV: 0.0000
HOMO-LUMO gap, Ha: 0.308
Highest occupied orbital energy, eV: -8.33
Lowest unoccupied orbital energy, eV: 0.052


[2]
Below is C31H28N6RuS4Se as an isolated structure in a non-equilibrium geometry, with properties calculated with ωB97M-V with the def2-TZVPD basis set.

Geometry (Å):
Ru 15.943 8.336 11.076
S 14.342 6.866 10.758
C 12.890 7.823 10.903
C 11.680 7.253 11.244
C 10.493 8.003 11.492
C 9.291 7.302 11.779
N 8.264 6.772 12.049
C 10.604 9.370 11.428
C 11.792 10.025 11.107
C 12.987 9.289 10.869
S 14.535 10.030 10.928
C 9.441 10.214 11.581
N 8.515 10.898 11.734
H 11.608 6.156 11.342
H 11.801 11.095 10.991
S 16.378 8.655 13.311
C 18.035 8.770 13.533
N 18.610 8.830 14.794
C 20.062 8.823 14.931
C 20.814 8.100 13.811
N 20.243 8.491 12.494
C 21.149 8.542 11.325
C 22.211 9.634 11.439
C 23.444 9.515 12.112
C 24.377 10.550 12.102
C 24.068 11.703 11.408
C 22.771 11.882 10.857
C 21.850 10.856 10.851
C 18.894 8.650 12.367
S 18.147 8.484 10.858
C 17.744 8.847 16.018
C 17.526 7.526 16.709
C 16.986 6.401 16.070
C 16.875 5.205 16.824
C 17.196 5.176 18.169
C 17.741 6.320 18.787
C 17.869 7.461 18.060
H 20.355 8.285 15.824
H 20.542 9.835 14.981
H 20.712 7.023 13.925
H 21.886 8.435 13.856
H 20.624 8.740 10.360
H 21.607 7.559 11.239
H 23.761 8.604 12.675
H 25.300 10.418 12.669
H 24.799 12.543 11.344
H 22.451 12.832 10.482
H 20.782 10.984 10.536
H 16.826 9.276 15.678
H 18.254 9.467 16.751
H 16.667 6.541 14.973
H 16.578 4.245 16.435
H 16.992 4.294 18.782
H 18.071 6.310 19.795
H 18.249 8.372 18.542
C 15.380 5.181 7.637
N 14.340 6.105 7.261
C 13.087 5.801 6.752
C 12.347 6.902 6.709
N 13.094 7.969 7.168
C 12.691 9.355 7.153
C 14.291 7.431 7.601
Se 15.763 8.390 8.382
H 15.025 4.181 7.732
H 15.756 5.493 8.635
H 16.198 5.090 6.884
H 12.855 4.730 6.613
H 11.431 7.077 6.213
H 11.651 9.516 7.479
H 12.888 9.799 6.146
H 13.366 9.918 7.817

## Properties
Energy above the lowest of the compared OMol25 structures with the same formula, charge and spin, eV: 1.8989
HOMO-LUMO gap (alpha / beta), Ha: 0.167 / 0.213
Highest occupied orbital energy (alpha / beta), eV: -8.71 / -10.69
Spin multiplicity: 6
Lowest unoccupied orbital energy (alpha / beta), eV: -4.179 / -4.900
Charge: +1